1.
15
Properties=species:S:1:pos:R:3 method="wB97M-V/def2-TZVPD" orbital_gap_ev=10.61 de_lowest_kcal_mol=41.5 e_homo_ev=-9.43 multiplicity=1
H -2.339 -0.340 -2.657
H 0.922 -1.757 0.962
H 2.408 0.771 1.282
H -0.959 -0.190 0.904
H -2.770 -0.442 -0.793
C -0.217 -0.004 0.122
H -0.009 1.912 0.943
C 1.024 -0.804 0.466
H 0.014 0.077 -2.061
C -2.033 -0.250 -1.595
H 1.071 0.286 2.357
H 1.743 -0.888 -0.356
C 1.373 0.437 1.290
C -0.766 -0.063 -1.276
N 0.538 1.253 0.412



2.
57
Properties=species:S:1:pos:R:3 method="wB97M-V/def2-TZVPD" orbital_gap_ev="6.33 / 6.37" de_lowest_kcal_mol=0.0 s2=2.030 e_homo_ev="-17.02 / -17.04" multiplicity=3 charge=+3
C -3.142 4.088 -0.761
C -2.033 -4.144 0.996
C -4.399 4.530 -0.012
C 3.568 -0.874 5.007
C -1.585 -4.011 -1.374
C -2.447 2.974 0.027
N -0.716 -2.341 0.158
H 1.698 0.509 -2.457
H -5.109 3.709 0.087
N 0.477 -1.026 -1.810
H -1.153 -2.565 2.172
H -3.121 2.128 0.180
H -2.232 -5.379 -2.929
C -2.183 -4.660 -0.274
H 0.880 3.406 -1.555
H 5.464 -1.702 4.436
C 0.420 -1.903 -4.452
H 0.403 -2.237 -5.483
H 1.583 -0.062 5.283
H -2.478 -4.628 1.854
H 0.243 3.208 1.434
C 4.484 -1.385 4.106
C -1.294 -2.985 1.185
H -3.406 3.732 -1.759
C 0.200 3.529 -0.711
Cl 5.305 -2.142 1.659
C 1.137 -0.366 -2.764
H -2.473 4.942 -0.883
H 2.933 2.931 -0.027
C -1.039 -3.820 -3.729
H 1.687 -0.213 -4.825
H -4.157 4.902 0.984
C 2.305 -0.465 4.586
O -0.623 1.093 0.068
H 1.856 1.568 0.123
H -2.755 -5.566 -0.431
C -0.282 -2.630 -3.468
S -1.084 2.277 -0.913
C 0.928 3.478 0.628
C 2.897 -1.102 2.303
C 2.122 2.535 0.586
C -1.665 -4.479 -2.727
H -4.889 5.333 -0.559
C -0.858 -2.852 -1.107
C -0.213 -2.153 -2.160
H -1.096 -4.185 -4.746
C 2.020 -0.598 3.251
H -0.348 4.461 -0.872
H 2.519 2.319 1.577
H -2.053 3.306 0.989
C 1.130 -0.781 -4.094
W 0.388 -0.584 0.257
H 3.832 -0.789 6.053
C 4.160 -1.501 2.760
H 1.263 4.492 0.847
Cl 0.412 -0.045 2.698
S 2.519 -1.278 0.587



3.
54
Properties=species:S:1:pos:R:3 method="wB97M-V/def2-TZVPD" orbital_gap_ev=9.81 de_lowest_kcal_mol=2.4 e_homo_ev=-9.23 multiplicity=1
H -7.284 0.200 -1.864
O -1.935 -0.862 3.005
H 6.886 -2.197 -2.271
O 2.594 1.463 -0.271
C 5.343 -1.685 -3.663
H 5.338 -2.464 -0.378
C -0.526 1.678 1.142
H -3.848 -1.060 1.293
C -3.988 1.680 -0.494
N -0.616 0.901 2.260
H 0.422 -1.049 3.794
C 1.953 0.317 -0.378
N 1.821 -0.900 1.630
H 0.789 1.956 3.321
H 6.022 -1.567 -4.495
C 4.957 -2.189 -1.351
C 0.167 1.069 3.466
C 3.985 -1.483 -3.841
H -3.039 -1.392 -0.250
H 2.056 -1.473 -2.915
H -2.944 2.731 1.038
C -1.645 1.220 0.221
C 1.041 -0.152 3.787
H 1.646 -2.342 -0.698
H -4.651 3.520 -1.351
C 2.657 -2.116 -0.351
H -0.526 1.236 4.297
C -2.727 2.291 0.058
H -6.754 2.589 -2.226
H 1.479 -0.006 4.774
C -3.349 -0.592 0.438
H -1.246 0.919 -0.754
C 2.167 -0.251 2.774
N -2.188 0.095 0.932
H 3.602 -1.206 -4.812
C -6.364 0.617 -1.483
H 2.058 2.216 -0.578
C -6.068 1.955 -1.685
H 3.623 -0.475 0.729
O 0.273 2.561 0.946
C -1.647 -0.057 2.154
H -2.367 3.089 -0.592
C -5.476 -0.184 -0.792
C 3.115 -1.635 -2.775
O 0.898 0.178 -0.947
O 3.266 0.218 2.956
H 0.869 -1.212 1.506
H -5.699 -1.229 -0.633
C 2.623 -0.798 0.425
C 3.593 -1.992 -1.521
C -4.887 2.477 -1.194
C -4.289 0.336 -0.289
H 2.989 -2.907 0.323
C 5.828 -2.039 -2.415



4.
9
Properties=species:S:1:pos:R:3 method="wB97M-V/def2-TZVPD" orbital_gap_ev="6.11 / 6.86" s2=2.005 e_homo_ev="-5.87 / -11.55" multiplicity=3
Cl -0.173 -1.188 -1.038
Si 2.118 0.516 0.320
Cl 2.872 2.149 -0.438
Cl -1.950 1.479 -0.477
Cl -3.335 -1.305 -1.030
Si -1.718 -0.425 -0.066
Cl -1.695 -1.040 1.767
O 0.818 0.514 1.063
H 3.062 -0.700 -0.100



Listing E_tot for the structures above in their given order: -6819.197 -78837.869 -38935.473 -80432.794 eV.